[1]
Computed, not measured: one molecule with the formula C7H12O, with ωB97M-V/def2-TZVPD.

```
20
Properties=species:S:1:pos:R:3:nbo_charge:R:1
C 0.91818 -1.87457 3.04360 -0.417
C 0.64748 -0.89965 2.20027 -0.159
C -0.66487 -0.67359 1.35585 -0.444
C -0.15107 -0.53674 -0.06817 -0.388
C -0.54934 0.80753 -0.75185 -0.412
C -0.10796 0.79903 -2.19796 -0.529
C 0.18185 2.12426 -2.87514 0.450
O 0.44532 2.23934 -4.03820 -0.519
H 1.65935 -1.79654 3.84517 0.202
H 0.26424 -2.72925 3.25500 0.189
H 1.30736 -0.02354 2.20241 0.186
H -1.17649 -1.67663 1.47187 0.212
H -1.19731 0.16032 1.82944 0.224
H 0.94235 -0.63927 0.02248 0.206
H -0.48765 -1.29928 -0.72930 0.209
H -0.44844 1.74695 -0.19468 0.212
H -1.63726 0.77000 -0.88063 0.202
H 0.72928 0.05724 -2.43256 0.241
H -0.91570 0.37318 -2.82144 0.238
H 0.24068 3.07121 -2.23614 0.098
```

Output
SMILES: C=CCCCCC=O
Lowest unoccupied orbital energy in eV: 1.01

***

[2]
Computed, not measured: C31H43Cl2MoN2O2P3 as an isolated structure, with ωB97M-V/def2-TZVPD.

```
84
Properties=species:S:1:pos:R:3:lowdin_spin:R:1
P -0.10170 -1.08283 -2.03775 0.021
C -1.42917 -1.62047 -3.15360 0.002
C -1.55235 -1.05762 -4.42364 0.000
H -0.90908 -0.24398 -4.72664 0.000
C -2.51417 -1.52994 -5.30259 0.000
H -2.60802 -1.08314 -6.28254 0.000
C -3.35377 -2.56785 -4.92568 0.000
H -4.10485 -2.93351 -5.61221 0.000
C -3.22517 -3.13914 -3.66771 0.000
H -3.87527 -3.94936 -3.36919 0.000
C -2.26505 -2.67447 -2.78361 0.001
H -2.17959 -3.13929 -1.81228 0.000
C 0.53102 0.47787 -2.71166 0.003
C -0.31230 1.58942 -2.67946 0.001
H -1.32367 1.48959 -2.31254 0.000
C 0.14271 2.81859 -3.12677 0.000
H -0.51678 3.67508 -3.10396 0.000
C 1.43675 2.94540 -3.61577 0.000
H 1.78726 3.90350 -3.97501 0.000
C 2.27355 1.83888 -3.65655 0.000
H 3.27688 1.93208 -4.04946 0.000
C 1.82658 0.60601 -3.20434 0.000
H 2.48691 -0.24642 -3.21652 0.000
C 1.17858 -2.35770 -2.21057 0.006
C 1.40799 -2.97157 -3.44040 0.001
H 0.86438 -2.65847 -4.32128 0.000
C 2.33624 -3.99553 -3.53576 0.001
H 2.51691 -4.46774 -4.49129 0.000
C 3.02358 -4.42335 -2.40687 0.000
H 3.74074 -5.22872 -2.48493 0.000
C 2.77669 -3.82888 -1.17771 0.000
H 3.29551 -4.17312 -0.29356 0.000
C 1.85487 -2.79788 -1.07886 0.002
H 1.63800 -2.34434 -0.12333 0.001
Mo -1.37803 -0.00544 2.41216 1.561
C 0.20125 1.16173 2.73518 -0.035
C 1.11439 1.37380 1.74842 0.106
H 0.31689 1.64550 3.70212 -0.005
C 0.80875 0.71569 0.44089 0.004
O 1.93488 0.01343 -0.12405 0.002
H 1.61808 -0.41168 -0.93156 0.000
C -0.42050 -0.16755 0.61886 -0.028
H 0.57847 1.46544 -0.32129 0.001
C -0.80692 -0.94342 -0.43354 0.097
Cl -2.16022 0.55376 4.67180 0.032
Cl -3.17547 -1.52168 1.65973 0.027
P -2.75381 1.78111 1.67393 0.041
C -4.25629 2.00314 2.67981 0.009
H -3.97764 2.44562 3.63061 0.001
H -4.69337 1.02863 2.87292 0.000
H -4.97501 2.63991 2.16814 0.000
C -1.95044 3.42324 1.72136 0.007
H -1.09653 3.42554 1.04787 0.000
H -1.59519 3.59568 2.73369 -0.001
H -2.63603 4.21890 1.43779 0.000
C -3.39312 1.65635 -0.03229 0.005
H -3.64970 0.61911 -0.23027 0.000
H -2.61921 1.95852 -0.73176 0.000
H -4.27122 2.28257 -0.17499 0.000
P 2.50783 2.42001 1.87608 0.023
C 2.39680 3.46182 3.34937 0.000
C 2.63946 3.49851 0.42368 0.005
H 2.38278 2.84518 4.24326 0.000
H 1.48822 4.05540 3.31820 0.000
H 3.25842 4.12296 3.39475 0.000
H 2.80631 2.89009 -0.46106 0.000
H 3.46604 4.19523 0.53752 0.000
H 1.71445 4.05376 0.29731 0.000
C 4.09450 1.54076 1.97817 0.008
H 4.04758 0.80719 2.77844 0.000
H 4.91030 2.23343 2.17381 0.001
H 4.26917 1.02809 1.03738 0.000
H -1.73750 -1.48274 -0.34203 0.004
C 0.66994 -1.70043 5.66743 0.000
N -0.16569 -2.67739 4.99241 0.003
C -0.62164 -2.51879 3.71622 0.011
N -1.46157 -3.44503 3.19728 0.003
O -0.24462 -1.54691 3.06257 0.076
H 0.93249 -0.83860 5.01775 0.000
H 1.60536 -2.18293 6.01360 0.000
H 0.12306 -1.30140 6.54971 0.000
H -0.47236 -3.49418 5.54266 0.000
H -1.72756 -3.43485 2.20855 0.001
H -1.77003 -4.24820 3.76543 0.001
```

Output
⟨S²⟩: 2.04
Lowest unoccupied orbital energy (alpha / beta) in eV: -6.48 / -6.34
2S+1: 3
Charge: +2

***

[3]
Computed, not measured: an isolated ion of composition C3H6NO2 and charge +1, with ωB97M-V/def2-TZVPD.

```
12
Properties=species:S:1:pos:R:3:nbo_charge:R:1
C 0.20069 0.85525 1.51119 -0.629
C 0.61272 -0.17135 0.42833 0.009
O 0.77312 -1.55130 0.80425 -0.672
C -0.24123 -0.08715 -0.80507 0.538
N -0.78349 -0.05377 -1.79178 0.093
O -1.43811 -0.01312 -2.85684 -0.385
H 0.53558 1.87925 1.34616 0.255
H 0.49397 0.55662 2.45074 0.260
H -0.88403 0.87492 1.51561 0.223
H 1.65183 -0.08862 -0.02072 0.275
H -0.03923 -2.05931 1.03779 0.497
H -0.88182 -0.14142 -3.61966 0.535
```

Output
SMILES: C[C@@H](O)C#[N+]O
Lowest unoccupied orbital energy in eV: -4.01
Charge: +1

***

[4]
Computed, not measured: a 2-piece molecular cluster, C8H19NO overall, with ωB97M-V/def2-TZVPD.

```
29
Properties=species:S:1:pos:R:3:nbo_charge:R:1
C 2.16097 -0.95756 1.57866 -0.579
C 1.81895 -0.87298 0.29635 0.475
O 1.49660 -2.01914 -0.37824 -0.685
N 1.53963 0.35878 -0.45158 -0.469
C 2.21497 0.43436 -1.73876 -0.410
C 1.68945 1.58797 0.30037 -0.416
H 2.48080 -0.10983 2.15175 0.208
H 2.11118 -1.90359 2.08626 0.222
H 0.98211 -1.80213 -1.16410 0.482
H 2.20996 -0.53153 -2.23960 0.201
H 1.70168 1.15527 -2.37755 0.202
H 3.26536 0.73111 -1.62153 0.180
H 1.31766 2.41234 -0.30938 0.205
H 2.72910 1.79175 0.58540 0.180
H 1.07644 1.52764 1.19614 0.218
C -1.94166 -1.47587 -0.36249 -0.613
C -1.69509 -0.01144 -0.01391 -0.240
C -2.77971 0.87027 -0.62051 -0.604
C -1.64300 0.16993 1.49960 -0.611
H -1.15957 -2.10664 0.05577 0.213
H -2.89309 -1.81288 0.04982 0.201
H -1.96759 -1.61998 -1.44198 0.198
H -0.64000 0.26750 -0.41570 0.224
H -3.75623 0.59934 -0.21780 0.198
H -2.60964 1.91952 -0.38562 0.203
H -2.82768 0.74862 -1.70137 0.203
H -1.49733 1.21726 1.75918 0.200
H -2.56961 -0.16800 1.96350 0.198
H -0.81464 -0.40007 1.91733 0.216
```

Output
SMILES: C=C(O)N(C)C.CC(C)C
Lowest unoccupied orbital energy in eV: 0.75

***

[5]
Computed, not measured: one molecule with the formula C18H18N4O4S2, with ωB97M-V/def2-TZVPD.

```
46
Properties=species:S:1:pos:R:3:nbo_charge:R:1
C 3.47832 1.03786 -1.12288 -0.604
C 2.99209 1.24458 -2.55813 -0.451
C 2.22629 0.06848 -3.03390 0.076
N 2.62705 -0.74609 -3.93241 -0.252
N 1.79842 -1.75185 -4.19053 -0.310
C 0.72614 -1.72336 -3.47580 0.217
N -0.25456 -2.66214 -3.50027 -0.868
S -1.84106 -2.28777 -3.01026 2.315
O -2.21492 -1.00758 -3.52371 -0.914
O -2.60125 -3.43796 -3.37972 -0.918
C -1.64306 -2.19587 -1.24502 -0.377
C -2.18659 -1.12807 -0.55673 -0.166
C -2.03853 -1.04806 0.81392 -0.201
C -1.31439 -2.02961 1.49552 0.172
N -1.11820 -1.99496 2.86764 -0.611
C -1.12284 -0.94850 3.76244 0.673
O -1.14485 -1.18348 4.95026 -0.566
C -1.03634 0.43153 3.21531 -0.134
C -1.86375 1.41735 3.74722 -0.203
C -1.76341 2.71233 3.27900 -0.188
C -0.83578 3.04618 2.30585 -0.305
C 0.01583 2.07091 1.79387 0.385
O 0.97273 2.28972 0.85487 -0.514
C 1.13844 3.59649 0.35417 -0.255
C -0.09185 0.75894 2.25441 -0.263
C -0.80334 -3.12058 0.78365 -0.234
C -0.97064 -3.20601 -0.58364 -0.158
S 0.64403 -0.37355 -2.35985 0.295
H 4.07511 0.13158 -1.05732 0.215
H 2.63314 0.95360 -0.44396 0.218
H 4.09441 1.87837 -0.81315 0.210
H 3.84120 1.37813 -3.22987 0.240
H 2.35694 2.13155 -2.60840 0.213
H -0.16194 -3.36710 -4.21640 0.443
H -2.72102 -0.37225 -1.10913 0.248
H -2.48762 -0.23240 1.35544 0.229
H -0.96759 -2.89386 3.31278 0.415
H -2.57589 1.15407 4.51314 0.231
H -2.40993 3.47987 3.67676 0.220
H -0.78030 4.06661 1.96221 0.222
H 1.96279 3.53806 -0.35370 0.201
H 0.23945 3.94334 -0.16441 0.180
H 1.39715 4.30093 1.15064 0.181
H 0.58031 0.01732 1.85179 0.231
H -0.26994 -3.89657 1.31242 0.221
H -0.58027 -4.04021 -1.14412 0.241
```

Output
SMILES: CCc1nnc(NS(=O)(=O)c2ccc(NC(=O)c3cccc(OC)c3)cc2)s1
Lowest unoccupied orbital energy in eV: -0.09

***

[6]
Computed, not measured: C29H33MnN7O3S2 as an isolated structure, with ωB97M-V/def2-TZVPD.

```
75
Properties=species:S:1:pos:R:3:lowdin_spin:R:1
Mn 1.30829 -0.54092 -0.41480 3.775
O 5.13906 -0.28531 0.57112 0.020
C 3.93009 -0.39812 0.56293 0.010
N 3.07535 0.13394 -0.34032 -0.032
C 3.59436 0.96059 -1.40666 0.001
C 2.52623 1.12039 -2.44901 0.005
C 2.69200 1.90518 -3.58143 -0.001
C 1.66617 1.97549 -4.50475 0.006
C 0.49314 1.26353 -4.28022 0.000
C 0.38800 0.51187 -3.13085 0.007
N 1.38489 0.44936 -2.23502 0.004
C 3.17696 -1.13255 1.64767 0.006
C 3.80347 -1.73920 2.71350 0.000
C 3.00771 -2.32893 3.68629 0.005
C 1.62690 -2.27823 3.56399 0.000
C 1.07299 -1.65783 2.45745 0.005
N 1.84208 -1.10222 1.52187 0.000
H 4.49068 0.51711 -1.84976 0.000
H 3.88935 1.94517 -1.03053 0.001
H 3.62097 2.43959 -3.72919 0.000
H 1.77968 2.57470 -5.39887 0.000
H -0.32441 1.28526 -4.98757 0.000
H -0.50217 -0.05675 -2.89286 0.000
H 4.88352 -1.72543 2.75894 0.000
H 3.46199 -2.81680 4.53863 0.000
H 0.97872 -2.71248 4.31211 0.000
H 0.00289 -1.59003 2.30878 0.000
C -3.37555 -1.51024 5.29505 0.000
C -2.99341 -1.51840 3.84236 0.000
C -2.60666 -2.70070 3.20945 0.000
C -2.28606 -2.71489 1.86360 0.001
C -2.34211 -1.53168 1.13515 0.001
C -2.72503 -0.34610 1.74087 0.001
C -3.04438 -0.34810 3.09021 0.000
S -1.89653 -1.57864 -0.56841 0.006
O -2.50863 -2.72658 -1.17098 -0.001
O -2.18832 -0.27697 -1.12541 0.001
N -0.29050 -1.74666 -0.57297 0.015
C 0.39158 -2.93185 -0.86872 0.008
C -0.04655 -4.25563 -0.89145 0.002
C 0.90088 -5.22788 -1.15039 0.004
C 2.23700 -4.89319 -1.36360 0.005
C 2.58392 -3.56143 -1.31508 0.008
N 1.67401 -2.61103 -1.08771 0.048
H -3.04406 -2.41674 5.79967 0.000
H -4.45993 -1.44571 5.40399 0.000
H -2.94509 -0.65205 5.81163 0.000
H -2.57036 -3.62254 3.77791 0.000
H -1.99857 -3.64222 1.38289 0.000
H -2.75684 0.56878 1.16505 0.000
H -3.33924 0.57915 3.56729 0.000
H -1.08384 -4.50243 -0.74258 0.000
H 0.59529 -6.26592 -1.18302 0.000
H 2.98341 -5.64736 -1.56504 0.000
H 3.60353 -3.22577 -1.46322 0.000
C -2.91911 2.29330 -3.00244 0.000
C -1.95178 3.17420 -2.23406 0.001
N -1.38597 2.40809 -1.12440 0.005
C -0.41531 2.72781 -0.27977 0.014
S 0.25480 1.52529 0.75005 0.056
N 0.09428 3.96740 -0.17892 0.009
C -0.57242 5.25087 -0.42957 0.001
C -1.75449 5.48556 0.49693 0.000
H -3.35907 2.85471 -3.82521 0.000
H -3.72525 1.94514 -2.35606 0.000
H -2.42058 1.41327 -3.41201 0.000
H -2.47870 4.05332 -1.86344 0.000
H -1.14132 3.51452 -2.88368 0.000
H -1.69726 1.44503 -1.04141 0.000
H 0.83311 3.99920 0.50552 0.001
H -0.86086 5.32651 -1.47406 0.000
H 0.19235 6.01016 -0.27469 0.000
H -2.50617 4.70181 0.38649 0.000
H -2.22773 6.44222 0.27316 0.000
H -1.43537 5.49696 1.53957 0.000
```

Output
⟨S²⟩: 6.05
Lowest unoccupied orbital energy (alpha / beta) in eV: -3.35 / -2.98
2S+1: 5
Charge: +1

***

[7]
Computed, not measured: a 2-piece molecular cluster, C14H19F16O6P2S3 overall, with ωB97M-V/def2-TZVPD.

```
60
Properties=species:S:1:pos:R:3:nbo_charge:R:1
C -3.45450 -0.44905 4.32145 -0.613
C -3.71052 -1.96433 4.26317 -0.420
C -2.71310 -2.69603 3.38216 -0.050
O -2.90268 -2.29932 2.02652 -0.560
C -2.86239 -3.28400 1.02991 -0.091
C -1.49920 -3.34957 0.34369 0.084
O -0.50571 -3.36299 1.41997 -0.719
S 0.94194 -3.77429 1.00118 2.419
O 1.70511 -3.85295 2.19785 -0.885
O 0.84555 -4.84337 0.04500 -0.932
C 1.43523 -2.33532 0.00012 -0.516
C 2.84487 -2.71650 -0.56614 -0.482
C 3.09513 -2.41176 -2.03558 0.048
F 2.60161 -3.46164 -2.81541 -0.373
S 1.56894 -0.89422 1.13947 2.106
O 0.24153 -0.53001 1.53868 -0.913
O 2.66658 -1.12313 2.02670 -0.876
C 2.26082 0.59709 0.14748 0.429
F 2.72395 1.35829 1.12385 -0.289
F 3.27194 0.13623 -0.58997 -0.314
C 1.34174 1.46341 -0.75065 0.579
F 1.09311 0.73771 -1.85920 -0.319
F 0.19652 1.65710 -0.11456 -0.287
C 1.97191 2.82752 -1.14004 0.556
F 3.28924 2.64523 -1.31247 -0.302
F 1.79186 3.66756 -0.13313 -0.278
C 1.37418 3.44199 -2.43472 0.930
F 0.05552 3.25037 -2.42588 -0.307
F 1.65988 4.70683 -2.50090 -0.247
F 1.87011 2.80417 -3.49927 -0.311
C 0.33852 -2.19181 -1.07961 -0.464
C -1.16378 -2.25119 -0.68003 -0.574
P -1.98182 -0.61638 -0.39152 0.883
S -3.76391 -0.50383 -1.17119 -0.606
H -2.89120 -0.11408 3.44422 0.215
H -4.38261 0.12803 4.34257 0.214
H -2.88241 -0.18254 5.21589 0.205
H -3.62092 -2.40054 5.26688 0.202
H -4.72423 -2.16537 3.89828 0.206
H -2.82497 -3.78636 3.45651 0.168
H -1.68398 -2.44981 3.68181 0.183
H -3.61131 -3.02508 0.27018 0.227
H -3.10944 -4.27423 1.43735 0.183
H -1.43118 -4.32305 -0.15254 0.219
H 2.99376 -3.79069 -0.42759 0.259
H 3.61445 -2.22763 0.03060 0.259
H 4.16701 -2.31570 -2.22670 0.187
H 2.60472 -1.49782 -2.37788 0.176
H 0.53347 -3.02214 -1.76631 0.269
H 0.51223 -1.27561 -1.64799 0.254
H -1.70052 -2.54133 -1.59588 0.275
H -1.05941 0.23699 -0.99050 -0.030
H -1.89119 -0.35517 0.96669 0.019
F 2.18988 7.94967 -2.55846 -0.601
P 0.67673 8.43402 -3.04996 2.589
F 0.55027 10.08271 -3.05031 -0.595
F -0.97290 8.42983 -3.17361 -0.595
F 1.38930 8.70344 -4.51962 -0.596
F 0.42975 8.53631 -1.41456 -0.597
F 0.49651 6.86432 -3.56599 -0.603
```

Output
Lowest unoccupied orbital energy in eV: 1.67
Charge: -1

***

[8]
Computed, not measured: one molecule with the formula C20H21NO5, with ωB97M-V/def2-TZVPD.

```
47
Properties=species:S:1:pos:R:3:nbo_charge:R:1
C -2.37029 -0.96400 -2.32709 -0.615
C -1.68073 -1.12106 -0.93491 -0.046
C -2.14508 -2.38437 -0.15419 0.073
C -2.80287 -2.01999 1.17124 -0.068
C -4.20038 -1.85237 1.30058 -0.181
C -4.79947 -1.58846 2.50436 -0.265
C -4.04943 -1.33214 3.66899 0.308
O -4.70635 -1.05142 4.84571 -0.680
C -2.64366 -1.31715 3.55137 -0.283
C -2.05201 -1.67986 2.29938 -0.182
O -1.00616 -3.17507 0.10743 -0.475
C 0.07343 -2.62213 -0.48670 0.890
O 1.22728 -2.99506 -0.41712 -0.605
N -0.26665 -1.37317 -1.08872 -0.477
C 0.70364 -0.30773 -1.07408 -0.215
C 0.88951 0.30042 0.32562 -0.461
C 1.94665 1.42853 0.33367 0.555
C 2.15251 2.09882 1.68881 -0.646
O 1.62106 2.46654 -0.62154 -0.494
C 2.69887 2.51573 -1.46632 0.210
C 2.93858 3.35806 -2.55603 -0.236
C 4.12463 3.22739 -3.32684 -0.228
C 5.10571 2.30101 -2.90414 -0.213
C 4.82537 1.43918 -1.86218 -0.256
C 3.62251 1.56665 -1.14710 0.241
O 3.23123 0.87987 -0.05635 -0.486
H -3.43447 -0.78628 -2.20742 0.211
H -1.92071 -0.10138 -2.86635 0.218
H -2.18902 -1.83314 -2.95668 0.215
H -1.83368 -0.20279 -0.36024 0.197
H -2.82148 -2.94923 -0.80374 0.196
H -4.81441 -1.98079 0.43335 0.209
H -5.89424 -1.55771 2.53578 0.228
H -4.25432 -1.44884 5.58845 0.485
H -2.00186 -1.04269 4.38575 0.219
H -0.97409 -1.67800 2.25966 0.216
H 0.30989 0.54114 -1.66842 0.208
H 1.64002 -0.63226 -1.56130 0.243
H -0.07222 0.67786 0.65998 0.213
H 1.16345 -0.45759 1.06096 0.227
H 2.20672 1.34866 2.47891 0.219
H 3.05724 2.65625 1.66511 0.227
H 1.34946 2.79657 1.93999 0.224
H 2.16479 4.07299 -2.82466 0.220
H 4.31365 3.89614 -4.14855 0.218
H 6.03573 2.19373 -3.41982 0.216
H 5.53165 0.68915 -1.56459 0.225
```

Output
SMILES: C[C@H]1[C@H](c2ccc(O)cc2)OC(=O)N1CCC1(C)Oc2ccccc2O1
Lowest unoccupied orbital energy in eV: 0.58

***

Summary of ΔE to the lowest compared entry with this formula, charge and spin in eV
1.808; 0.000; 3.951; 1.707; 0.548; 0.000; 0.000; 1.507
(order as listed above)